Density functional theory data (wB97M-V/def2-TZVPD) for a cluster of 3 separate species, C5H17NO2 in total at a distorted geometry.

XYZ file:
```
25
Properties=species:S:1:pos:R:3
O -4.17500 3.53617 -1.66575
O 0.38147 2.52184 -2.30608
N 0.15059 -0.07979 -0.95068
C 1.14644 -2.32472 0.61332
C 0.96860 -0.94704 1.25892
C -0.18067 -0.19382 0.46349
C 2.20860 -0.07393 1.36484
C -1.55615 -0.82978 0.66566
H -0.20159 0.84065 0.91195
H 0.66280 -1.17063 2.27748
H 0.27122 -2.90377 0.39520
H 3.10725 -0.47482 0.85185
H 1.63701 -2.17599 -0.37331
H 1.78700 -3.02666 1.20127
H -3.29658 3.28155 -1.99310
H 2.53647 0.14310 2.37399
H 1.07809 -0.40048 -1.17348
H -2.23136 -0.85506 -0.19889
H 2.00627 0.80748 0.75986
H -4.04934 3.29448 -0.73020
H -0.41953 -0.67877 -1.54353
H 1.29850 2.58786 -2.57399
H -1.39079 -1.91486 0.77339
H 0.15311 1.60517 -2.07736
H -1.89246 -0.56820 1.67512
```

Output
Structure (SMILES) = CC(C)[C@H](C)N.O.O
Energy above the lowest of the compared OMol25 structures with the same formula, charge and spin = 93.88 kJ/mol
Charge = 0
Orbital gap = 10.38 eV

---

Density functional theory data (wB97M-V/def2-TZVPD) for a cluster of 4 separate species, C5H17NO2 in total at a distorted geometry.

XYZ file:
```
25
Properties=species:S:1:pos:R:3
O 0.53594 -0.76893 -3.11085
O -1.24277 0.77566 -2.74027
N 0.81767 0.24286 2.63245
C -0.78594 -2.01298 -0.90609
C 0.35361 0.89658 1.51143
C -0.57946 0.01670 0.60825
C 0.15338 -1.10651 -0.12276
C 0.97123 1.00309 3.77078
H -1.31591 -2.63245 -0.21282
H -1.67666 1.05239 -3.55073
H -0.25030 -2.56554 -1.65555
H 1.06477 1.39418 0.87098
H -1.44440 -1.42533 -1.54171
H 0.03780 1.42836 4.18988
H 1.11608 -0.29440 -3.73721
H 0.28073 3.46761 -1.75012
H -0.83810 0.70276 -0.19787
H 1.29874 2.02677 3.46753
H 0.95635 -0.68797 -0.72497
H -1.35222 -0.33726 1.27130
H 0.62578 -1.70894 0.65046
H -0.43916 0.11504 -2.96496
H 1.66284 0.55533 4.47570
H 0.04464 3.25980 -2.42476
H -0.35331 1.67286 1.85529
```

Output
Energy above the lowest of the compared OMol25 structures with the same formula, charge and spin = 665.42 kJ/mol
Multiplicity = 2
Charge = +1
Orbital gap (spin up / spin down) = 5.36 / 5.24 eV

---

Density functional theory data (wB97M-V/def2-TZVPD) for a cluster of 3 separate species, C5H17NO3 in total at a distorted geometry.

XYZ file:
```
26
Properties=species:S:1:pos:R:3
O 2.28867 1.21299 -1.16132
O 0.27040 -2.63127 1.34017
O 1.09913 -1.95433 -1.18156
N 0.11873 0.45287 0.14269
C 2.64361 0.74869 0.12124
C -2.25737 1.00162 -0.30485
C -2.61432 -0.46059 -0.47289
C -1.06831 1.10105 0.66902
C 1.33623 0.78765 0.91508
H 1.38163 -0.01990 1.70372
H 0.71071 -1.30593 -0.56613
H -3.54331 -0.58434 -1.03123
H 1.11422 1.69244 1.55958
H 0.78711 -2.59104 0.50292
H 3.36186 1.41389 0.63885
H -0.53840 -2.27229 0.94305
H -2.73581 -0.99617 0.46763
H 0.60861 -1.98685 -2.01547
H 0.30914 0.81551 -0.79585
H -0.82946 2.17089 0.92371
H -1.77398 -0.99691 -0.98377
H 2.97456 -0.29268 0.06384
H -3.13564 1.56012 0.13656
H -1.34012 0.63469 1.66304
H 2.73526 1.05931 -1.99773
H -1.90318 1.44057 -1.28032
```

Output
Structure (SMILES) = CCCNCCO.O.O
Energy above the lowest of the compared OMol25 structures with the same formula, charge and spin = 117.07 kJ/mol
Charge = 0
Orbital gap = 9.79 eV

---

Density functional theory data (wB97M-V/def2-TZVPD) for a cluster of 4 separate species, C5H17NO4 in total at a distorted geometry.

XYZ file:
```
27
Properties=species:S:1:pos:R:3
O -0.44568 2.45253 2.88316
O -1.47737 2.54001 0.40432
O 2.07971 1.48119 2.65933
O -0.93880 -3.06773 -0.85632
N -1.23181 -1.47513 -2.37722
C -1.01817 -0.15163 -2.94953
C -0.57235 -1.98503 -1.28025
C 1.46213 -2.14429 0.12998
C 0.54212 -1.18583 -0.63621
C -0.04987 -0.15334 0.31303
H 1.18258 -0.63179 -1.44346
H -0.74501 0.51635 -0.19406
H 2.64258 2.25046 2.43971
H -2.35950 2.96628 0.49810
H 0.47052 2.07364 2.83839
H -1.40330 0.63702 -2.25460
H 0.68754 0.47984 0.77756
H -0.86558 1.87383 3.50430
H 2.15751 0.85251 1.95628
H -1.51903 -0.07078 -3.89029
H 0.94347 -2.62499 0.91562
H -1.96726 -1.98765 -2.74381
H 1.77893 -2.94749 -0.53118
H -0.65882 -0.60009 1.13657
H 0.09108 0.05491 -3.09081
H -1.05800 2.48222 1.24541
H 2.27237 -1.63505 0.54596
```

Output
Structure (SMILES) = CNC(=O)C(C)C.O.O.O
Energy above the lowest of the compared OMol25 structures with the same formula, charge and spin = 18.70 kJ/mol
Charge = 0
Orbital gap = 9.70 eV

---

Density functional theory data (wB97M-V/def2-TZVPD) for a cluster of 4 separate species, C5H17NO5 in total at a distorted geometry.

XYZ file:
```
28
Properties=species:S:1:pos:R:3
O 1.24842 2.22150 1.71539
O -1.34568 1.78839 2.11410
O 2.12120 -0.37049 -0.87190
O -0.68166 1.55028 -3.53557
O -1.73410 -0.94868 2.05968
N -0.19907 -0.31539 -2.41318
C -0.17233 -1.22053 -1.25821
C -0.86729 1.68643 -1.15874
C 1.28826 -2.13205 0.60161
C 1.25435 -1.46589 -0.76775
C -0.52155 1.01493 -2.45326
H -0.91188 -1.24896 1.64823
H -1.66681 -1.41454 2.90186
H 1.88722 2.65377 2.27899
H -1.53225 2.52680 -1.35542
H -0.65692 -2.14085 -1.57650
H -0.79250 -0.77057 -0.48705
H -0.12336 2.35438 -0.71987
H 1.30689 -1.39369 1.40519
H 0.22877 -0.75683 -3.20980
H 0.43887 -2.80773 0.75587
H 1.72150 0.47816 -0.67066
H 1.72697 -2.19280 -1.43932
H -1.27673 1.00502 -0.42810
H -1.52448 1.54279 1.20279
H 2.15169 -2.75914 0.82187
H 0.45398 2.01005 2.24350
H -1.82149 1.10560 2.59624
```

Output
Structure (SMILES) = CC(=O)NC[C@H](C)O.O.O.O
Energy above the lowest of the compared OMol25 structures with the same formula, charge and spin = 112.54 kJ/mol
Charge = 0
Orbital gap = 9.86 eV

---

Density functional theory data (wB97M-V/def2-TZVPD) for a structure of composition C5H17O2PPm at a distorted geometry.

XYZ file:
```
26
Properties=species:S:1:pos:R:3
Pm 0.37817 0.69858 1.31920
P -0.08067 -0.26821 -1.42151
O 2.97873 -1.25938 0.56637
O 0.60000 0.24560 3.49198
C -0.28408 1.23612 -2.49177
C 1.09214 -1.21499 -2.38807
C 2.18199 -0.41488 0.50066
C -1.68412 -1.14258 -1.93417
C -0.67932 0.06046 4.10364
H -1.11939 1.87854 -2.11755
H -2.56764 -0.55257 -1.57161
H 0.97547 2.86581 0.44620
H -1.34130 0.39057 0.94131
H -1.66690 -2.18156 -1.51160
H -0.52303 0.83367 -3.50585
H 1.04483 3.06321 1.18046
H 0.68697 1.78479 -2.50143
H 1.21123 -2.22034 -1.95267
H -1.63174 -1.15359 -3.05318
H -1.40990 0.67376 3.58584
H -0.62693 0.38450 5.15460
H -1.01646 -0.98212 4.05175
H -0.58311 -0.91733 0.82138
H 1.34279 0.15519 4.10038
H 0.67275 -1.28906 -3.40729
H 2.04952 -0.67418 -2.40705
```

Output
Multiplicity = 5
Charge = +1
Orbital gap (spin up / spin down) = 6.19 / 6.14 eV

---

Density functional theory data (wB97M-V/def2-TZVPD) for a cluster of 3 separate species, C5H18N2O2 in total at a distorted geometry.

XYZ file:
```
27
Properties=species:S:1:pos:R:3
O -2.39278 -1.63785 2.24851
O 0.33188 -0.99171 2.14824
N -0.60969 0.33845 -1.05335
N 0.21955 1.67730 1.20653
C 0.63671 1.10749 -1.24776
C -0.67362 -0.81315 -1.95352
C 2.57353 1.54929 0.28798
C 1.05173 1.88177 0.04672
C -1.71851 -1.89765 -1.43505
H -2.29665 -2.15734 -2.26947
H -3.08496 -2.01733 1.70241
H 0.41428 1.89828 -2.02759
H -1.75371 -1.25974 1.66236
H 3.21853 1.98700 -0.35374
H 1.07838 -1.46848 2.50987
H -0.65630 -0.13343 -0.14066
H 2.84563 1.68857 1.30044
H 1.52110 0.50090 -1.60292
H 2.74966 0.46338 0.29059
H -0.98228 -2.63040 -1.09033
H 1.06035 2.99075 -0.04937
H -0.77612 1.57526 0.95594
H -0.13481 -0.58216 2.87895
H 0.63222 1.01107 1.83492
H -2.46379 -1.45320 -0.74211
H 0.33717 -1.22753 -2.20953
H -1.12750 -0.39953 -2.89807
```

Output
Structure (SMILES) = CCNC[C@H](C)N.O.O
Energy above the lowest of the compared OMol25 structures with the same formula, charge and spin = 174.23 kJ/mol
Charge = 0
Orbital gap = 9.11 eV

---

Density functional theory data (wB97M-V/def2-TZVPD) for a cluster of 4 separate species, C5H18N2O3 in total at a distorted geometry.

XYZ file:
```
28
Properties=species:S:1:pos:R:3
O -1.22634 3.91590 -0.45389
O -2.79828 -1.47918 1.22261
O 1.00088 2.43969 1.10416
N 0.76512 -2.87609 0.17966
N 0.63311 1.22398 -1.67845
C 0.63082 -0.24911 -1.52154
C -0.87318 -0.57722 -1.37022
C 0.45345 -1.41134 2.00953
C 0.89346 -1.66406 0.70845
C 1.40338 -0.58996 -0.17993
H 0.55361 -0.43416 2.46605
H -1.01137 -1.55373 -0.91702
H -0.10487 -2.15106 2.57652
H -0.60885 3.55466 0.19895
H -1.90222 -1.82063 1.33501
H 1.42547 1.57409 -2.20158
H 2.40127 -0.88000 -0.51791
H -0.23510 1.61663 -2.02120
H -2.59202 -0.95113 0.44560
H 1.04172 -0.68486 -2.41853
H 0.54478 -3.66068 0.78909
H -1.41627 -0.64013 -2.30993
H 0.68118 1.75755 0.50327
H 1.80766 2.80974 0.72386
H 1.34852 -3.05919 -0.62475
H 1.52645 0.34230 0.35413
H -1.36226 0.20492 -0.78952
H -2.04773 3.45937 -0.23773
```

Output
Energy above the lowest of the compared OMol25 structures with the same formula, charge and spin = 2.38 kJ/mol
Multiplicity = 2
Charge = +1
Orbital gap (spin up / spin down) = 9.39 / 5.79 eV

---

Density functional theory data (wB97M-V/def2-TZVPD) for a cluster of 4 separate species, C5H18N2O4 in total at a distorted geometry.

XYZ file:
```
29
Properties=species:S:1:pos:R:3
O 2.19471 0.46249 1.96265
O 1.17835 -2.35730 1.77305
O 1.68698 0.14364 -1.58275
O 0.67476 3.48956 0.24393
N -1.55688 0.14289 2.77501
N -1.03451 -1.82244 -2.45397
C 0.65665 -0.07479 -2.50674
C -1.75236 -0.04428 0.36713
C -0.55087 -0.77577 -1.66687
C -1.21906 0.52654 1.45492
C -1.56580 0.28197 -1.14082
H 0.22256 -2.50491 2.15279
H -2.51664 -0.86464 0.48950
H 1.86858 -0.79078 -1.18792
H 1.21527 3.70664 1.02755
H 0.36214 0.90072 -2.79328
H -2.12229 0.85900 3.11013
H -2.03168 -2.02399 -2.12729
H 1.00553 -0.86075 -3.20832
H 1.05969 -2.89659 0.93665
H 2.39849 -0.36279 2.51474
H -1.22496 1.48770 -1.09033
H 0.02741 -1.36045 -0.75001
H -0.44834 1.28444 1.29260
H -2.30616 0.55699 -1.95727
H 2.11928 0.02180 1.10438
H 1.13977 2.64302 0.07742
H -1.10367 -1.44920 -3.44753
H -0.81507 0.02154 3.38819
```

Output
Structure (SMILES) = N/C=C/C[C@@H](N)CO.O.O.O
Energy above the lowest of the compared OMol25 structures with the same formula, charge and spin = 458.34 kJ/mol
Charge = 0
Orbital gap = 9.39 eV